DFT (the ωB97M-V functional and the def2-TZVPD basis) results for a molecular structure, C5H8O.

Output
Frontier orbital gap, eV: 10.02
Relative energy (zero: lowest compared OMol25 entry of this formula, charge and spin), kcal/mol: 102.7
2S+1: 1
E_LUMO, eV: 0.95

Each line ends with the Mulliken charge.
CARTESIAN COORDINATES (ANGSTROEM)
O: 1.69 -1.29 0.95  -0.681
C: 1.22 -0.66 -0.12  0.079
C: -0.74 -0.90 -0.13  -0.856
C: -1.23 0.53 0.12  -0.416
C: -0.03 1.43 0.02  -0.300
C: 1.15 0.84 -0.12  -0.466
H: 0.37 -1.30 0.65  0.270
H: 1.43 -1.12 -1.10  0.303
H: -0.85 -1.22 -1.17  0.366
H: -1.26 -1.65 0.49  0.388
H: -2.00 0.83 -0.61  0.286
H: -1.70 0.63 1.11  0.262
H: -0.15 2.51 0.08  0.382
H: 2.10 1.37 -0.16  0.384